{
  "formula": "C5H10O",
  "method": "wB97M-V/def2-TZVPD",
  "elements": ["C", "C", "C", "O", "C", "C", "H", "H", "H", "H", "H", "H", "H", "H", "H", "H"],
  "xyz": [[-1.7814, 1.1884, 0.0781], [-0.9073, 0.1205, -0.5823], [0.4779, 0.2203, 0.0235], [1.1960, 1.3170, -0.2567], [0.8596, -0.7393, 1.0637], [1.4710, -1.1505, -0.3013], [-2.7795, 1.2025, -0.3699], [-1.3213, 2.1717, -0.0538], [-1.8936, 1.0022, 1.1523], [-0.8302, 0.3188, -1.6560], [-1.3340, -0.8798, -0.4414], [1.5667, 0.1550, -0.8174], [1.5926, -0.3906, 1.7859], [0.0980, -1.4023, 1.4679], [2.5610, -1.1551, -0.2500], [1.0244, -1.9788, -0.8425]],
  "total_energy_ev": -7390.8750,
  "relative_energy_kcal_mol": 89.7,
  "lumo_energy_ev": 1.01
}

=====

{
  "formula": "C6H7F",
  "method": "wB97M-V/def2-TZVPD",
  "elements": ["C", "C", "C", "C", "C", "C", "H", "H", "H", "H", "H", "H", "H", "F"],
  "xyz": [[1.5723, -0.0442, 0.0248], [0.3947, 0.7223, 0.6196], [-0.7596, 1.0776, -0.3289], [-1.3057, -0.2817, -0.7113], [-0.7152, -1.2897, -0.0759], [0.4874, -0.8073, 0.7092], [2.4945, 0.1233, 0.5613], [0.5993, 1.3962, 1.4424], [-0.3832, 1.6406, -1.2099], [-1.5161, 1.6924, 0.1290], [-2.1271, -0.4723, -1.4261], [-1.1205, -2.3063, -0.1095], [0.6583, -1.2141, 1.6735], [1.7211, -0.2370, -1.2982]],
  "total_energy_ev": -9051.2073,
  "relative_energy_kcal_mol": 14.9,
  "lumo_energy_ev": 1.11
}

=====

{
  "formula": "C5H8O",
  "method": "wB97M-V/def2-TZVPD",
  "elements": ["C", "C", "C", "C", "O", "C", "H", "H", "H", "H", "H", "H", "H", "H"],
  "xyz": [[0.4389, 0.2574, 1.6844], [0.1508, -0.4431, 0.3783], [-1.1955, -0.1995, -0.4133], [-0.3371, 0.1640, -1.6320], [0.4533, 1.2822, -1.2067], [0.8983, -0.0227, -0.8771], [0.2237, 1.3214, 1.5671], [1.4895, 0.1271, 1.9706], [-0.1778, -0.1481, 2.4961], [0.2584, -1.5306, 0.4973], [-1.9220, 0.5922, -0.1811], [-1.6534, -1.1764, -0.3454], [-0.4933, 0.1318, -2.7072], [1.8662, -0.3557, -1.2310]],
  "total_energy_ev": -7359.9386,
  "relative_energy_kcal_mol": 53.4,
  "lumo_energy_ev": 1.16
}

=====

{
  "formula": "C23H44Cl3N4O3SSiYb",
  "method": "wB97M-V/def2-TZVPD",
  "elements": ["C", "C", "H", "H", "H", "C", "C", "H", "H", "H", "H", "Yb", "Cl", "Cl", "C", "O", "N", "C", "C", "H", "H", "H", "H", "H", "H", "H", "H", "H", "C", "C", "N", "H", "C", "O", "H", "H", "H", "H", "O", "C", "C", "C", "H", "C", "H", "C", "H", "C", "C", "H", "H", "H", "Si", "Cl", "C", "C", "C", "H", "H", "H", "H", "H", "H", "H", "H", "H", "C", "N", "C", "S", "N", "C", "H", "H", "H", "H", "H", "H", "H", "H"],
  "xyz": [[1.5759, -0.9425, -3.6192], [1.0409, 0.4449, -3.4754], [1.5137, -1.2895, -4.6549], [1.0113, -1.6336, -2.9715], [2.6310, -0.9936, -3.2982], [0.5531, 1.2055, -4.4691], [0.5513, 0.8489, -5.9239], [0.1865, 2.2201, -4.2731], [0.7391, -0.2191, -6.1270], [1.2748, 1.4549, -6.5029], [-0.4397, 1.0957, -6.3392], [-0.1428, -0.6563, 0.6688], [2.4979, -0.2639, 0.8448], [-0.7413, -3.0560, 0.0062], [0.3229, 2.3368, 1.5029], [-0.6156, 1.5115, 1.5453], [0.1428, 3.6546, 1.6126], [-1.1746, 4.1780, 1.9593], [1.2223, 4.6105, 1.4484], [1.3623, 1.9695, 1.3748], [-1.8658, 3.3405, 2.0778], [-1.5275, 4.8590, 1.1733], [-1.1226, 4.7413, 2.8995], [2.1293, 4.0775, 1.1373], [1.4214, 5.1399, 2.3922], [0.9441, 5.3438, 0.6798], [-1.4398, -0.9964, -3.0457], [-2.3525, 1.5338, -3.3625], [-2.3213, -1.1813, -2.4195], [-3.2207, 1.0523, -2.8901], [-2.8051, 0.0879, -1.9005], [-2.0457, -1.8536, -1.5955], [-2.8301, 0.4190, -0.5943], [-2.5092, -0.3239, 0.3433], [-3.8279, 1.8181, -2.3962], [-3.1784, 1.4579, -0.4227], [-3.1049, -1.6138, -3.0550], [-3.8013, 0.5398, -3.6637], [-0.0089, 0.3451, -1.3851], [1.0160, 0.9372, -2.0305], [-0.2205, 3.1807, -1.8521], [0.9892, 2.4913, -1.9079], [-1.1223, 2.5742, -1.7424], [-0.2395, 4.5738, -1.9508], [1.9159, 0.5993, -1.4860], [2.1914, 3.2079, -1.8851], [-1.1946, 5.0883, -1.9420], [0.9556, 5.2949, -2.0171], [2.1722, 4.6059, -1.9719], [3.1391, 2.6570, -1.7982], [0.9558, 6.3875, -2.0510], [3.1117, 5.1688, -1.9651], [0.4030, -5.9130, -0.1082], [0.6856, -5.0147, -1.9630], [-1.4264, -6.1301, 0.2660], [1.6987, -5.3366, 1.1336], [0.8037, -7.7760, -0.4401], [-1.9999, -5.1898, 0.2260], [-1.6057, -6.5809, 1.2575], [-1.8471, -6.8172, -0.4903], [0.0638, -8.2106, -1.1311], [0.7736, -8.3732, 0.4872], [1.7940, -7.9225, -0.8897], [1.6804, -4.2532, 1.3589], [2.7049, -5.5618, 0.7295], [1.6036, -5.8529, 2.1136], [1.3653, -0.7042, 6.5600], [1.1286, -0.6329, 5.1104], [-0.0997, -0.8828, 4.5892], [-0.3738, -1.9703, 3.3190], [-1.1411, -0.2514, 5.1462], [-1.0482, 1.0224, 5.8605], [0.5233, -0.3387, 7.1600], [2.2452, -0.1025, 6.8113], [1.6021, -1.7414, 6.8390], [1.8634, -1.0774, 4.5611], [-2.0292, -0.4488, 4.6839], [-1.6971, 1.7509, 5.3474], [-1.3743, 0.9007, 6.9069], [-0.0113, 1.3789, 5.8745]],
  "total_energy_ev": -124485.4862,
  "relative_energy_kcal_mol": 2.8,
  "lumo_energy_ev": [0.03, 0.03],
  "spin_multiplicity": 2,
  "s2": 0.75
}

=====

{
  "formula": "C6H10O",
  "method": "wB97M-V/def2-TZVPD",
  "elements": ["O", "C", "C", "C", "C", "C", "C", "H", "H", "H", "H", "H", "H", "H", "H", "H", "H"],
  "xyz": [[1.7373, -0.8451, 1.2034], [1.3201, -0.5050, -0.1216], [0.0275, -1.2380, -0.4915], [-1.1426, -0.6730, 0.3083], [-1.3691, 0.7999, -0.0553], [-0.0761, 1.5607, -0.2276], [1.1298, 0.9883, -0.2691], [1.2655, -0.2456, 1.7956], [2.1410, -0.8361, -0.7713], [0.1709, -2.3096, -0.3235], [-0.1705, -1.1000, -1.5632], [-0.9117, -0.7522, 1.3784], [-2.0587, -1.2540, 0.1473], [-1.9478, 0.8633, -0.9888], [-1.9791, 1.3037, 0.7072], [-0.1590, 2.6436, -0.3305], [2.0225, 1.5989, -0.3978]],
  "total_energy_ev": -8431.2202,
  "relative_energy_kcal_mol": 0.5,
  "lumo_energy_ev": 1.00
}

=====

{
  "formula": "C8H19NO4PbS3",
  "method": "wB97M-V/def2-TZVPD",
  "elements": ["Pb", "S", "S", "C", "C", "C", "N", "C", "C", "H", "H", "H", "H", "H", "H", "H", "H", "C", "H", "H", "H", "H", "H", "H", "H", "C", "C", "H", "H", "H", "H", "O", "S", "O", "O", "O"],
  "xyz": [[0.0608, -0.0003, 0.7975], [-0.5025, -2.7665, 0.2748], [-0.6315, 2.7273, 0.1914], [1.1403, -3.3963, 0.7306], [-0.4189, -2.5195, -1.5440], [0.3018, -1.3090, -2.1833], [-0.3049, -0.0184, -1.8400], [0.3506, 1.2476, -2.1846], [-0.3772, 2.4875, -1.6113], [-1.4706, -2.5220, -1.8678], [0.0529, -3.4537, -1.8756], [0.2662, -1.4649, -3.2740], [1.3625, -1.3147, -1.8904], [0.3876, 1.3763, -3.2794], [1.3916, 1.2358, -1.8263], [-1.3924, 2.5302, -2.0339], [0.1576, 3.4039, -1.8908], [0.9139, 3.4742, 0.8040], [-1.2966, 0.0008, -2.0941], [1.7665, 2.9994, 0.2893], [1.0015, 3.2659, 1.8884], [0.8996, 4.5549, 0.6352], [1.2836, -3.2474, 1.8172], [1.9065, -2.8081, 0.1980], [1.2124, -4.4603, 0.4812], [-2.4438, 0.0356, 1.5724], [-2.7326, -0.0247, 0.2417], [-2.4350, 0.9779, 2.1282], [-2.4254, -0.8607, 2.1947], [-2.9855, 0.8665, -0.3127], [-2.9413, -0.9736, -0.2276], [2.1623, 1.0873, 3.9683], [1.6214, -0.0087, 3.2199], [1.9426, -1.3404, 3.7421], [0.0732, 0.1322, 3.0694], [2.1029, 0.0859, 1.6911]],
  "total_energy_ev": -56036.0954,
  "relative_energy_kcal_mol": 18.4,
  "lumo_energy_ev": -0.07
}

=====

{
  "formula": "C34H91Br3N12O13P4",
  "method": "wB97M-V/def2-TZVPD",
  "elements": ["C", "Br", "Br", "Br", "H", "O", "P", "N", "C", "C", "N", "C", "C", "N", "C", "C", "H", "H", "H", "H", "H", "H", "H", "H", "H", "H", "H", "H", "H", "H", "H", "H", "H", "H", "O", "P", "N", "C", "C", "N", "C", "C", "N", "C", "C", "H", "H", "H", "H", "H", "H", "H", "H", "H", "H", "H", "H", "H", "H", "H", "H", "H", "H", "O", "P", "N", "C", "C", "N", "C", "C", "N", "C", "C", "H", "H", "H", "H", "H", "H", "H", "H", "H", "H", "H", "H", "H", "H", "H", "H", "H", "H", "O", "P", "N", "C", "C", "N", "C", "C", "N", "C", "C", "H", "H", "H", "H", "H", "H", "H", "H", "H", "H", "H", "H", "H", "H", "H", "H", "H", "H", "C", "O", "C", "O", "O", "C", "H", "H", "H", "H", "H", "H", "C", "O", "C", "O", "O", "C", "H", "H", "H", "H", "H", "H", "C", "O", "C", "O", "O", "C", "H", "H", "H", "H", "H", "H"],
  "xyz": [[-2.1768, 2.7434, 5.1026], [-2.5970, 2.9929, 7.0236], [-0.5915, 1.6405, 4.7930], [-1.9124, 4.5219, 4.3252], [-3.0465, 2.2354, 4.7023], [5.7389, 3.0830, -5.0744], [6.5728, 2.2193, -4.1950], [7.4816, 3.1911, -3.1492], [7.8574, 4.5559, -3.5766], [8.2037, 2.7047, -1.9900], [7.6643, 1.1922, -5.0018], [7.7179, 1.4172, -6.4383], [8.9384, 0.6836, -4.5082], [5.7312, 1.1848, -3.1923], [6.2244, -0.0958, -2.6940], [4.7191, 1.7532, -2.2770], [6.9782, 5.1203, -3.8728], [8.4635, 4.4840, -4.4917], [8.5829, 4.9483, -2.8686], [9.2420, 2.3922, -2.1649], [7.6581, 1.8259, -1.6586], [8.2457, 3.4975, -1.2408], [7.3082, 0.5561, -6.9922], [7.0850, 2.2191, -6.8154], [8.7453, 1.4820, -6.8036], [9.7361, 1.4139, -4.6767], [8.7896, 0.3184, -3.4941], [9.2035, -0.1746, -5.1323], [6.8430, -0.0328, -1.7945], [5.3316, -0.6620, -2.4139], [6.6593, -0.6620, -3.5165], [3.9626, 1.0284, -1.9906], [4.3234, 2.6315, -2.7856], [5.2205, 2.0640, -1.3535], [-3.9766, -0.3142, 3.4567], [-4.7863, -1.0169, 4.4819], [-3.7267, -1.6680, 5.6192], [-2.3555, -1.9641, 5.2236], [-4.1064, -1.9141, 7.0132], [-5.5825, -2.3193, 3.7898], [-5.2198, -2.7664, 2.4375], [-6.3898, -3.2486, 4.5962], [-5.9986, -0.2095, 5.2973], [-7.2851, 0.0212, 4.6691], [-5.7188, 0.7309, 6.3699], [-1.9767, -2.8173, 5.7883], [-1.5872, -1.1937, 5.1652], [-2.3633, -2.3735, 4.2085], [-5.1054, -2.3212, 7.1203], [-3.8832, -1.0261, 7.6157], [-3.3353, -2.5824, 7.4077], [-5.8362, -3.6073, 2.1335], [-5.3416, -1.8778, 1.8220], [-4.2005, -3.1582, 2.4439], [-7.2696, -3.4617, 3.9822], [-5.8515, -4.1927, 4.7063], [-6.7106, -2.7962, 5.5298], [-7.9355, -0.8445, 4.8063], [-7.8631, 0.8133, 5.1635], [-7.3567, 0.4611, 3.6698], [-4.7096, 0.5908, 6.7528], [-6.4139, 0.6080, 7.2030], [-5.7881, 1.7528, 5.9855], [-2.9618, -5.2885, 2.6411], [-2.5567, -6.0199, 1.4125], [-3.7945, -6.4867, 0.3498], [-4.5179, -7.7481, 0.5043], [-4.6947, -5.3612, 0.0861], [-1.7708, -7.4520, 1.8426], [-1.5990, -7.8371, 3.2466], [-1.4593, -8.5161, 0.9242], [-1.4843, -5.1499, 0.4652], [-1.1348, -3.7845, 0.8753], [-0.8440, -5.6838, -0.7371], [-5.3090, -7.8350, -0.2328], [-4.8755, -7.9571, 1.5202], [-3.8222, -8.5816, 0.3877], [-5.2092, -5.0189, 0.9816], [-5.5012, -5.6781, -0.5803], [-4.1918, -4.5626, -0.4598], [-0.5258, -7.8692, 3.4570], [-2.0119, -7.0527, 3.8752], [-2.0078, -8.8269, 3.4527], [-0.4133, -8.8423, 1.0224], [-2.0552, -9.4164, 1.1098], [-1.4836, -8.2169, -0.1221], [-2.0507, -3.3153, 1.2523], [-0.5736, -3.7884, 1.8187], [-0.6428, -3.2288, 0.0861], [-0.2829, -4.9747, -1.3341], [-1.5593, -6.2259, -1.3634], [-0.2063, -6.4940, -0.3648], [-4.9488, 2.4264, -3.6656], [-3.6245, 2.4919, -4.3307], [-2.3822, 2.7594, -3.2514], [-1.0418, 3.1778, -3.6760], [-2.6047, 3.0999, -1.8420], [-3.4892, 3.7501, -5.4894], [-4.1294, 4.9890, -5.0603], [-3.2439, 3.6548, -6.9146], [-3.1623, 1.1071, -5.1640], [-3.8726, 0.7136, -6.3500], [-2.5018, 0.0023, -4.4691], [-0.2874, 2.6491, -3.0875], [-0.8789, 4.2494, -3.5532], [-0.9636, 2.8183, -4.7043], [-1.8956, 3.8208, -1.4397], [-2.6132, 2.2310, -1.1787], [-3.5969, 3.5406, -1.7142], [-3.7402, 5.2826, -4.0814], [-3.8775, 5.7968, -5.7462], [-5.2210, 4.9350, -5.0087], [-2.2891, 3.1745, -7.1425], [-4.0741, 3.1718, -7.4398], [-3.1307, 4.6455, -7.3559], [-3.2480, 0.6884, -7.2444], [-4.3606, -0.2576, -6.1855], [-4.7869, 1.2816, -6.5490], [-1.9016, -0.6860, -5.0611], [-3.2898, -0.5063, -3.9049], [-1.8044, 0.3718, -3.7148], [1.1079, 4.6167, 2.5520], [2.5170, 4.6614, 2.3967], [3.0921, 5.2793, 1.3989], [2.5859, 6.0448, 0.6305], [4.3622, 4.8932, 1.3461], [5.2011, 5.4864, 0.3928], [0.5192, 5.5264, 2.4500], [0.9331, 4.1383, 3.5117], [0.6844, 3.9118, 1.8339], [4.9883, 6.5376, 0.2024], [5.3668, 4.9488, -0.5438], [6.2122, 5.4824, 0.8151], [7.6831, 1.0377, 1.1370], [6.3451, 1.4937, 1.2185], [5.5672, 0.9639, 2.1546], [5.8320, 0.1782, 3.0206], [4.3214, 1.3296, 1.8242], [3.2340, 0.8490, 2.5869], [8.0309, 1.0968, 0.1082], [7.7541, -0.0240, 1.3736], [8.3261, 1.6995, 1.7172], [2.5037, 0.3273, 1.9661], [2.7211, 1.7538, 2.9307], [3.4461, 0.2260, 3.4514], [1.9149, 2.4936, -0.6296], [0.6210, 2.2782, -0.0843], [0.2704, 1.0449, 0.2773], [0.8469, 0.0164, 0.0493], [-0.8203, 1.1364, 1.0148], [-1.5127, -0.0361, 1.4656], [2.7227, 2.1890, 0.0445], [2.0171, 3.5320, -0.9238], [2.0647, 1.7956, -1.4563], [-2.4242, -0.0093, 0.8670], [-1.7360, 0.1600, 2.5137], [-1.0295, -1.0036, 1.3516]],
  "total_energy_ev": -328518.5067,
  "lumo_energy_ev": -0.16
}

=====

{
  "formula": "C5H7BO",
  "method": "wB97M-V/def2-TZVPD",
  "elements": ["B", "C", "C", "C", "C", "C", "O", "H", "H", "H", "H", "H", "H", "H"],
  "xyz": [[-1.1243, 0.6036, 0.8591], [-1.3803, 0.3992, -0.5367], [-0.5677, -0.2326, -1.5113], [0.7439, -0.5906, -1.3917], [1.5302, -0.4024, -0.2276], [1.0446, -0.3954, 1.0341], [-1.5557, 0.8250, 2.0721], [-2.2436, 0.9113, -0.9528], [-1.0069, -0.3286, -2.4974], [1.2653, -0.8987, -2.2882], [2.5831, -0.1917, -0.3884], [1.6658, -0.1479, 1.8790], [0.1260, -0.9204, 1.2508], [-1.0803, 1.3691, 2.6990]],
  "total_energy_ev": -8020.9690,
  "relative_energy_kcal_mol": 31.1,
  "lumo_energy_ev": 0.38
}

=====

{
  "formula": "CH3NO3",
  "method": "wB97M-V/def2-TZVPD",
  "elements": ["C", "N", "O", "O", "O", "H", "H", "H"],
  "xyz": [[1.8003, 0.5107, -2.2159], [0.8975, 0.1586, -1.5459], [2.7440, 0.9851, -2.6575], [-0.3957, -0.1451, 0.7653], [-0.1547, -0.6301, -1.8499], [-1.0087, 0.5395, 0.9666], [0.4891, 0.0554, 0.9800], [-0.6985, -0.6031, -0.9396]],
  "total_energy_ev": -8715.6288,
  "relative_energy_kcal_mol": 30.9,
  "lumo_energy_ev": 0.37
}